Model w:
One molecule with the formula C7H8O4. Source: the Open Molecules 2025 dataset; level of theory: wB97M-V/def2-TZVPD.

The geometry in XYZ format:
```
19
Properties=species:S:1:pos:R:3:lowdin_charge:R:1
O -2.637 -1.446 0.776 -0.153
H -1.250 2.026 0.742 -0.023
H -0.538 1.366 -1.574 0.125
O -1.402 2.057 -0.079 0.065
C -0.437 1.127 -0.611 -0.233
H 0.094 -2.208 -0.092 0.052
O 1.320 1.170 1.080 0.036
O 2.476 -1.887 -0.171 0.060
C -0.766 -0.329 -0.378 -0.080
H 1.319 2.378 -0.550 0.114
H -2.576 -1.505 -1.254 0.157
C 1.571 -0.995 -0.097 -0.288
H -2.854 0.445 -0.535 0.177
H 3.142 0.658 -0.015 0.197
C 1.980 0.421 0.071 -0.115
C 0.955 1.519 -0.208 -0.161
C -2.282 -0.706 -0.426 -0.197
H -2.477 -0.787 1.663 0.194
C 0.160 -1.291 -0.222 0.070
```

The orbital gap is 9.54 eV.


Model x:
One molecule with the formula C7H8O4. Source: the Open Molecules 2025 dataset; level of theory: wB97M-V/def2-TZVPD.

The geometry in XYZ format:
```
19
Properties=species:S:1:pos:R:3:lowdin_charge:R:1
C 0.774 -1.648 0.876 0.061
C 1.580 -0.658 -0.116 -0.175
C -0.434 -1.228 1.523 0.043
C -0.382 0.250 -1.573 -0.149
H 2.465 -0.920 -2.065 0.127
O 1.859 -1.434 -1.430 -0.090
O -2.372 0.513 1.217 0.051
C -1.137 0.170 1.378 -0.201
H 0.868 1.035 1.782 0.196
H -0.532 -0.797 -1.896 0.136
H -0.067 0.587 -2.533 0.114
C 0.625 0.462 -0.385 -0.407
O 0.718 1.769 -0.076 0.092
H 1.335 -2.559 0.813 0.102
O -1.614 0.892 -1.391 -0.021
C 0.111 0.917 0.888 -0.178
H -1.284 1.631 -0.901 0.065
H 2.416 -0.450 0.479 0.131
H -0.744 -2.033 2.216 0.104
```

The orbital gap is 9.33 eV.


Calculated relative energies: model w 0.000; model x 1.188, given in eV


Model w:
C15H11AuN3Se2Te2 as an isolated structure. Source: the Open Molecules 2025 dataset; level of theory: wB97M-V/def2-TZVPD.

The geometry in XYZ format:
```
34
Properties=species:S:1:pos:R:3:lowdin_charge:R:1
Au -0.890 0.000 -0.004 0.220
H 3.098 0.000 -3.779 0.104
N 0.087 0.000 -2.309 0.037
Se -2.448 2.044 -0.006 -0.041
C 2.025 0.000 -3.678 -0.001
C 1.227 0.000 4.813 -0.038
H -0.794 -0.001 -5.544 0.112
H 4.145 0.000 -2.123 0.106
Se -2.448 -2.044 -0.003 -0.041
C 2.018 0.000 3.677 -0.001
H -1.744 0.000 3.228 0.107
H 5.381 0.000 0.002 0.122
C -0.673 0.000 3.396 -0.124
H 1.686 0.000 5.793 0.118
N 0.083 0.000 2.304 0.037
C 4.300 0.000 0.001 -0.024
C 1.412 0.000 -2.429 -0.203
C -0.666 0.000 -3.404 -0.124
C 1.237 -0.001 -4.817 -0.038
H -1.738 0.000 -3.238 0.107
C 3.602 0.000 1.193 0.004
C -0.141 -0.001 -4.683 -0.040
H 1.698 -0.001 -5.795 0.118
Te -4.693 1.310 0.009 0.337
C 2.212 0.000 1.157 -0.182
C 1.407 0.000 2.426 -0.203
C 3.604 0.000 -1.191 0.004
C -0.150 0.000 4.677 -0.040
H -0.805 0.000 5.536 0.112
Te -4.693 -1.310 -0.023 0.337
H 4.141 0.000 2.126 0.106
N 1.549 0.000 -0.001 0.091
C 2.214 0.000 -1.158 -0.182
H 3.091 0.000 3.780 0.104
```

The orbital gap (alpha / beta) is 4.97 / 4.97 eV. Its charge is +1.


Model x:
C15H11AuN3Se2Te2 as an isolated structure. Source: the Open Molecules 2025 dataset; level of theory: wB97M-V/def2-TZVPD.

The geometry in XYZ format:
```
34
Properties=species:S:1:pos:R:3:lowdin_charge:R:1
C 0.601 0.000 -2.365 -0.191
H -1.877 0.000 -5.277 0.112
C 2.856 0.000 1.205 0.017
N -0.729 0.000 2.147 -0.012
C -1.575 0.000 3.158 -0.129
C 2.860 0.000 -1.199 0.017
Te -5.263 1.375 0.001 0.325
Te -5.263 -1.375 0.001 0.325
H -1.888 0.000 5.273 0.112
Se -2.958 -2.157 -0.004 -0.049
H 2.160 0.000 -3.853 0.109
H 0.568 0.000 5.756 0.118
N -0.722 0.000 -2.149 -0.012
H 3.413 0.000 -2.121 0.109
Se -2.958 2.157 -0.004 -0.049
C 0.204 0.000 4.738 -0.033
H -2.619 0.000 -2.911 0.102
C -1.567 0.000 -3.161 -0.129
H 4.624 0.000 0.007 0.118
C 1.088 0.000 3.670 0.010
C 3.547 0.000 0.005 -0.024
C 1.462 0.000 1.171 -0.188
Au -1.378 0.000 -0.002 0.334
C -1.148 0.000 -4.483 -0.031
H 3.405 0.000 2.129 0.109
H 0.579 0.000 -5.757 0.118
N 0.838 0.000 -0.001 0.037
C 1.467 0.000 -1.170 -0.189
C 1.097 0.000 -3.670 0.010
H -2.627 0.000 2.907 0.102
H 2.151 0.000 3.854 0.108
C 0.214 0.000 -4.740 -0.034
C -1.158 0.000 4.480 -0.031
C 0.593 0.000 2.364 -0.192
```

The orbital gap (alpha / beta) is 3.80 / 3.80 eV. Its charge is +1.


Calculated relative energies: model w 0.000; model x 0.766, given in eV


Model w:
C24H43Cl2FeN4O4SeSi as an isolated structure. Source: the Open Molecules 2025 dataset; level of theory: wB97M-V/def2-TZVPD.

The geometry in XYZ format:
```
80
Properties=species:S:1:pos:R:3:lowdin_charge:R:1
C -1.832 2.133 2.211 -0.053
C -1.002 1.997 4.876 -0.103
C 0.376 4.256 1.152 -0.136
H -2.210 3.673 -0.306 0.079
H 0.234 2.797 -1.639 0.070
H -4.335 -1.585 1.508 0.088
H -0.797 3.531 -2.904 0.083
H 0.931 -1.264 -4.569 0.026
C -0.569 2.602 -2.373 -0.052
H -1.680 -1.194 4.700 0.093
H 3.626 -2.213 -1.649 -0.061
H 4.040 -3.067 -3.190 0.028
O -1.079 -0.036 -1.704 -0.095
C 0.614 -3.410 -1.588 -0.287
H -4.733 -2.326 3.108 0.084
C -2.328 2.337 4.578 -0.130
H 5.513 0.212 -4.021 0.027
N -1.772 2.134 -1.705 -0.164
Cl 2.192 0.546 -2.374 0.356
C 0.197 -3.663 1.648 -0.882
H 2.271 3.685 -0.778 0.066
Se 0.185 -5.420 1.865 0.503
N 0.175 -2.483 1.511 -0.065
C -0.496 1.904 2.517 -0.183
N -2.965 -1.229 3.050 -0.167
Si 3.244 -0.802 -3.690 0.198
H 4.436 0.552 -5.433 0.020
H 3.177 3.521 0.745 0.090
H -2.819 3.919 -1.968 0.083
Fe 0.179 -1.037 -0.175 0.480
O -2.106 -0.882 0.942 -0.049
H 2.594 2.076 -0.108 0.034
H 0.935 1.462 4.043 0.117
H -4.970 -0.584 2.866 0.086
C 1.077 3.132 0.925 -0.243
H -0.219 1.842 -3.077 0.058
H 1.601 -3.014 -1.930 0.110
H -3.601 2.713 -0.898 0.087
O -0.349 -2.624 -1.343 -0.118
H -0.452 4.272 1.864 0.098
H -1.047 -5.527 -0.317 -0.013
C -2.753 -1.235 4.495 -0.048
C 4.735 -0.191 -4.682 -0.223
H 2.037 -0.561 -5.811 0.026
H 2.549 -5.073 -1.838 0.083
H -3.797 2.607 3.002 0.096
H -0.239 6.069 0.187 0.064
H 1.491 -6.537 -1.945 0.083
C -2.650 3.168 -1.184 -0.062
H -1.005 -0.820 2.671 0.118
C -0.818 -5.359 -1.380 -0.071
C 0.592 1.793 1.438 -0.447
H -0.784 -6.320 -1.901 0.081
C -1.923 0.832 -1.400 -0.291
C -2.752 2.387 3.240 -0.085
O 0.245 1.054 0.358 -0.288
H -3.203 -2.141 4.927 0.086
H 5.113 -1.823 -2.529 0.034
C 4.059 -2.113 -2.653 -0.244
H -3.044 2.513 5.395 0.094
N 0.501 -4.737 -1.518 -0.172
C -4.330 -1.441 2.595 -0.044
H -3.224 -0.361 4.969 0.075
H -2.136 2.150 1.164 0.092
H -0.666 1.929 5.920 0.098
C 1.687 -5.602 -1.396 -0.054
C 2.350 3.106 0.151 -0.066
H -1.568 -4.680 -1.803 0.092
H 1.126 6.284 1.295 0.070
C 0.687 5.590 0.553 -0.116
C -0.101 1.744 3.842 -0.038
H 5.159 -1.062 -5.219 0.038
H 1.477 1.388 1.967 0.125
C -1.976 -0.963 2.181 -0.324
C 1.955 -1.281 -4.976 -0.222
H 1.888 -5.811 -0.327 0.034
H -2.854 0.618 -0.841 0.136
H 1.388 5.517 -0.295 0.059
H 2.156 -2.286 -5.384 0.029
Cl 2.394 -1.291 0.363 0.022
```

The multiplicity is 5. The orbital gap (alpha / beta) is 7.06 / 6.81 eV. Its charge is -1.


Model x:
C24H43Cl2FeN4O4SeSi as an isolated structure. Source: the Open Molecules 2025 dataset; level of theory: wB97M-V/def2-TZVPD.

The geometry in XYZ format:
```
80
Properties=species:S:1:pos:R:3:lowdin_charge:R:1
H 3.572 -1.155 -0.809 0.095
C -2.132 1.428 -0.723 -0.387
C -1.881 -2.616 0.447 -0.008
H 6.474 0.751 -0.371 0.074
C -0.450 5.131 2.795 -0.055
H -4.276 5.232 2.432 0.093
H -1.629 1.965 -1.547 0.144
O 0.152 1.570 2.540 -0.037
H -3.537 5.787 0.111 0.096
H -5.876 -1.121 -0.726 0.063
C -3.694 3.153 2.287 -0.084
H -1.423 5.422 3.216 0.077
C 3.706 -5.529 -5.334 -0.227
C 2.977 -2.898 -3.864 -0.236
O -1.246 0.690 0.045 -0.307
H 3.697 -5.563 -1.979 0.031
C -0.100 2.758 2.255 -0.310
H 4.661 -0.526 2.539 0.088
N -0.110 3.760 3.152 -0.174
H 6.273 -1.115 2.013 0.083
C -3.430 4.772 0.498 -0.101
H 4.762 -5.439 -5.042 0.030
C 5.895 -0.147 -0.589 -0.072
H -2.978 1.152 1.836 0.108
H 5.316 -0.008 -1.504 0.090
H 1.951 -5.301 -1.718 0.033
H -2.571 0.245 -3.448 0.091
C -0.955 -1.167 2.158 -0.260
O 0.176 -1.195 1.589 -0.129
N 4.985 -0.452 0.495 -0.203
H -6.176 0.103 -1.964 0.072
H -5.012 -1.206 -2.291 0.061
C -5.391 -0.526 -1.514 -0.111
H 2.516 -6.740 -2.604 0.026
H -0.869 3.535 5.115 0.087
C 0.083 3.462 4.563 -0.044
Cl 1.016 -0.745 -1.795 0.067
C 3.737 -0.900 0.252 -0.344
H -0.473 5.247 1.706 0.091
C 2.728 2.224 0.511 -0.909
Se 4.215 2.942 1.134 0.458
H 3.580 -5.055 -6.317 0.026
Fe 0.542 0.164 0.217 0.408
C -3.092 0.469 -1.381 -0.240
H -1.124 -0.556 3.060 0.144
Si 2.604 -4.720 -4.041 0.087
C 5.491 -0.358 1.846 -0.085
N -1.984 -1.869 1.698 -0.161
H 0.510 2.456 4.652 0.088
C -3.131 2.170 1.472 -0.053
H 2.286 -2.407 -3.161 -0.068
C -2.870 3.786 -0.310 -0.034
H -2.525 3.979 -1.327 0.116
O 2.838 -1.016 1.099 -0.048
H -3.946 -1.099 1.643 0.081
H -3.213 -1.288 3.273 0.090
H -3.769 -2.728 2.352 0.085
H 0.292 5.817 3.221 0.083
C 2.702 -5.670 -2.430 -0.222
H -0.332 3.081 1.222 0.132
H 0.754 4.213 4.996 0.083
H -4.008 2.897 3.302 0.099
H 4.004 -2.743 -3.502 0.030
C -3.309 -1.736 2.277 -0.047
H -2.446 -2.093 -0.342 0.087
H -1.453 -0.568 -2.336 0.004
C -4.343 0.341 -0.911 -0.136
H 6.603 -0.965 -0.751 0.078
N 1.736 1.732 0.063 -0.025
H -3.060 -1.262 -2.653 0.061
H 5.941 0.630 2.009 0.044
C -2.747 2.486 0.173 -0.193
H 2.871 -2.398 -4.838 0.035
H -0.830 -2.709 0.153 0.089
C -3.847 4.453 1.795 -0.125
H -2.326 -3.607 0.594 0.087
H 3.473 -6.598 -5.440 0.024
Cl 0.633 -4.835 -4.677 0.284
H -4.672 0.952 -0.065 0.098
C -2.516 -0.324 -2.507 -0.063
```

The multiplicity is 5. The orbital gap (alpha / beta) is 6.98 / 6.09 eV. Its charge is -1.


Calculated relative energies: model w 0.998; model x 0.000, given in eV


Model w:
One molecule with the formula C2H8N2S2. Source: the Open Molecules 2025 dataset; level of theory: wB97M-V/def2-TZVPD.

The geometry in XYZ format:
```
14
Properties=species:S:1:pos:R:3:lowdin_charge:R:1
H -1.447 -2.630 -0.812 0.028
H 1.146 0.714 -1.791 -0.041
H 2.705 -0.861 2.187 -0.035
S 0.404 -0.088 1.538 0.622
H -1.936 -1.299 -2.011 0.063
N 0.204 0.450 -1.727 -0.406
H -0.214 1.330 -0.293 -0.013
H -2.282 -1.109 -0.277 0.036
S 0.239 -0.947 -0.908 0.720
H 1.073 2.198 0.772 0.087
N 2.300 0.177 1.985 -0.336
H -0.697 2.051 1.463 0.021
C 0.062 1.561 0.837 -0.447
C -1.555 -1.547 -0.963 -0.300
```

The orbital gap (alpha / beta) is 7.75 / 6.49 eV.


Model x:
A 2-piece molecular cluster, C2H8N2S2 overall. Source: the Open Molecules 2025 dataset; level of theory: wB97M-V/def2-TZVPD.

The geometry in XYZ format:
```
14
Properties=species:S:1:pos:R:3:lowdin_charge:R:1
H -1.997 1.927 0.691 0.089
H 1.551 -1.425 -1.669 -0.192
H 1.114 1.299 -2.276 0.029
N -2.020 1.381 1.541 0.078
H -0.545 1.442 -1.444 0.008
H -0.034 -0.024 -2.214 0.028
H -2.614 -1.173 -0.191 0.037
S 1.113 0.472 -0.077 0.327
C -1.889 0.057 1.244 -0.423
N -2.118 -0.338 0.060 0.039
H -2.230 1.701 2.462 0.083
S 1.704 -1.493 -0.326 0.281
C 0.335 0.843 -1.656 -0.501
H -1.638 -0.664 2.035 0.118
```

The orbital gap is 8.53 eV.


Calculated relative energies: model w 4.015; model x 0.000, given in eV


Model w:
C8H10OS as an isolated structure. Source: the Open Molecules 2025 dataset; level of theory: wB97M-V/def2-TZVPD.

The geometry in XYZ format:
```
20
Properties=species:S:1:pos:R:3:lowdin_charge:R:1
O -0.840 0.369 1.142 -0.073
H -0.089 2.166 -1.073 0.078
H 2.139 -2.286 2.585 0.062
C -1.440 0.007 -1.238 -0.013
H 1.141 0.987 -1.284 0.090
C -0.413 0.136 -0.166 -0.526
C 0.841 -1.162 1.338 -0.276
H -2.226 -0.642 -0.868 0.095
S 2.303 -2.819 0.148 0.990
C 1.742 -2.153 1.625 -0.327
H 0.514 0.660 2.538 0.148
H -1.901 0.978 -1.382 0.086
H 0.932 1.616 0.357 0.110
C 0.385 1.340 -0.580 -0.016
H -0.578 -0.863 2.927 0.154
H 1.072 -2.164 -1.818 0.068
C 0.578 -1.105 -0.044 -0.227
C -0.049 -0.247 2.111 -0.143
C 1.384 -1.803 -0.876 -0.343
H -1.153 -0.275 -2.184 0.065
```

The orbital gap is 9.72 eV.


Model x:
A 2-piece molecular cluster, C8H10OS overall. Source: the Open Molecules 2025 dataset; level of theory: wB97M-V/def2-TZVPD.

The geometry in XYZ format:
```
20
Properties=species:S:1:pos:R:3:lowdin_charge:R:1
H -2.163 -1.134 1.834 0.033
H -0.935 -2.971 0.183 0.040
C 0.851 -1.788 -0.017 -0.100
C 0.861 0.224 1.327 -0.218
H -2.585 -0.730 -2.099 -0.022
H 2.764 2.074 0.033 0.110
C -0.441 0.281 1.565 -0.350
H -3.788 0.766 -1.389 0.037
C 2.754 -0.143 -0.334 -0.433
O 3.723 -0.873 -0.318 0.099
H 1.531 0.735 1.908 0.066
H -1.992 0.908 -1.921 -0.052
H 3.609 1.442 -1.406 0.043
S -1.565 -0.688 0.649 0.995
C 2.824 1.308 -0.774 0.008
C -0.428 -2.083 0.410 -0.294
H 1.384 -2.562 -0.567 0.125
H 1.962 1.432 -1.423 0.086
C 1.515 -0.570 0.256 -0.168
C -2.825 0.287 -1.810 -0.007
```

The orbital gap (alpha / beta) is 7.41 / 6.54 eV.


Calculated relative energies: model w 0.000; model x 6.377, given in eV